1.
{
  "formula": "C8H7INO4S",
  "method": "ωB97M-V/def2-TZVPD",
  "elements": ["C", "C", "C", "C", "C", "C", "C", "C", "N", "O", "O", "O", "O", "S", "I", "H", "H", "H", "H", "H", "H", "H"],
  "coordinates": [[0.361, 0.994, -0.350], [1.719, 0.711, -0.295], [-0.102, -1.054, 0.743], [-0.589, 0.095, 0.185], [2.207, -0.403, 0.319], [1.289, -1.333, 0.764], [-2.042, 0.430, 0.109], [3.663, -0.799, 0.104], [1.603, -2.666, 1.258], [0.705, -3.489, 1.231], [3.340, -0.466, -2.599], [2.687, -2.878, 1.817], [3.494, -2.819, -1.894], [4.020, -1.450, -1.786], [4.981, 0.807, 0.040], [0.126, 1.905, -0.690], [2.301, 1.573, -0.634], [-0.857, -1.746, 1.254], [-2.481, 1.173, 0.861], [-2.160, 1.073, -0.773], [-2.626, -0.463, -0.079], [4.059, -1.458, 0.915]],
  "forces_ev_per_angstrom": [[1.199, -3.864, 1.870], [-1.725, 2.720, -0.277], [-0.673, -1.352, 1.025], [0.701, 1.228, -0.129], [3.046, -2.133, -0.684], [-2.092, 0.004, -0.042], [-0.584, 1.784, -0.334], [-1.170, -0.291, 1.127], [0.847, -0.301, 1.598], [0.244, -0.128, -0.280], [-1.379, 1.082, -0.618], [-0.940, 0.267, -0.797], [-0.711, 0.085, 0.367], [2.110, -1.561, 0.362], [0.721, 1.017, 0.445], [-1.327, 3.138, -1.498], [0.527, -0.938, 0.019], [1.449, 0.803, -0.971], [0.681, -1.616, -0.197], [-0.040, -0.383, -0.276], [-0.420, 0.021, 0.455], [-0.464, 0.418, -1.164]],
  "homo_lumo_gap_ev": [6.340, 6.339],
  "multiplicity": 1,
  "total_charge": -1
}

---

2.
{
  "formula": "C3H9NO3P",
  "method": "ωB97M-V/def2-TZVPD",
  "elements": ["C", "C", "C", "N", "O", "O", "O", "P", "H", "H", "H", "H", "H", "H", "H", "H", "H"],
  "coordinates": [[1.747, 1.940, 0.655], [-1.199, -4.030, 0.641], [-0.830, -2.517, -0.953], [0.684, 2.878, 0.359], [-0.058, 1.362, -1.693], [-1.230, 3.570, -1.231], [-1.305, -2.859, 0.161], [-0.584, 2.392, -0.733], [1.503, 0.879, 0.370], [2.694, 2.135, 0.075], [2.195, 1.971, 1.722], [-1.314, -3.864, 1.700], [-1.494, 1.702, -0.045], [-0.353, -4.638, 0.338], [-0.949, -1.430, -1.044], [-0.032, -3.143, -1.323], [0.525, 3.652, 1.001]],
  "forces_ev_per_angstrom": [[1.996, -0.474, 0.573], [0.811, -3.186, 2.575], [1.779, 2.452, -4.909], [-0.419, -0.833, -0.170], [0.619, -0.035, 0.526], [-1.727, 3.680, -0.908], [-3.314, 2.558, 3.470], [2.937, -2.042, -0.741], [-0.134, 1.060, 0.486], [-0.792, 0.074, 0.030], [-1.313, -0.070, -1.159], [-0.322, -1.187, 0.615], [-1.280, -0.987, 1.788], [0.075, -0.266, -0.386], [0.642, -0.458, -0.926], [0.361, 0.196, -0.469], [0.080, -0.480, -0.396]],
  "homo_lumo_gap_ev": [7.262, 6.959],
  "multiplicity": 3,
  "total_charge": -1,
  "s_squared": 2.005
}

---

Table of energy (eV), in record order: -37023.3061, -20175.9991
Table of ΔE to the lowest compared entry with this formula, charge and spin (kJ/mol), in record order: 0.0, 180.8